Computed, not measured: a molecular structure, C17H31BrIN3O4P at a distorted geometry, with wB97M-V/def2-TZVPD.

Summary:
Kohn-Sham gap = 0.289 hartree
E_LUMO = -3.6098 eV
charge = +1
multiplicity = 1
highest occupied orbital energy = -0.4219 Eh

Cartesian coordinates (Å):
C (-1.997, -5.450, 4.080)
C (-1.129, -4.513, 3.752)
N (-1.392, -3.085, 3.894)
C (-1.466, -2.567, 5.136)
Br (-1.197, -3.657, 6.679)
C (-1.736, -1.235, 5.330)
I (-1.915, -0.428, 7.272)
C (-1.895, -0.406, 4.200)
N (-2.165, 0.930, 4.374)
C (-1.764, -0.972, 2.908)
C (-1.888, -0.087, 1.664)
C (-1.162, 1.294, 1.749)
C (0.277, 1.243, 2.314)
C (-1.534, -2.317, 2.772)
C (-1.429, -3.040, 1.448)
N (-0.029, -3.259, 1.007)
H (-2.868, -5.165, 4.670)
H (-1.841, -6.487, 3.799)
H (-0.163, -4.764, 3.317)
H (-2.836, 1.205, 3.658)
H (-2.633, 1.093, 5.264)
H (-1.603, -0.582, 0.736)
H (-2.965, 0.141, 1.556)
H (-1.063, 1.663, 0.719)
H (-1.770, 2.045, 2.255)
H (0.519, 0.326, 2.866)
H (0.378, 2.065, 3.036)
H (1.052, 1.402, 1.559)
H (-1.936, -4.015, 1.506)
H (-1.957, -2.506, 0.656)
H (0.254, -4.160, 1.386)
H (-0.086, -3.446, 0.007)
O (0.313, 2.641, -1.992)
P (0.580, 1.821, -3.235)
O (2.109, 1.368, -2.756)
C (2.200, 0.363, -1.758)
C (1.790, -1.004, -2.266)
O (0.917, 3.066, -4.245)
C (0.481, 4.403, -3.993)
C (1.542, 5.187, -3.247)
O (0.682, 0.735, -4.472)
C (1.386, 0.954, -5.708)
C (2.870, 1.214, -5.573)
H (1.587, 0.651, -0.896)
H (3.240, 0.334, -1.431)
H (0.724, -1.028, -2.516)
H (1.978, -1.760, -1.500)
H (2.337, -1.270, -3.170)
H (-0.472, 4.410, -3.465)
H (0.304, 4.868, -4.964)
H (1.910, 4.648, -2.374)
H (1.151, 6.152, -2.919)
H (2.404, 5.370, -3.890)
H (0.895, 1.738, -6.282)
H (1.251, 0.033, -6.278)
H (3.081, 2.155, -5.069)
H (3.322, 1.264, -6.565)
H (3.357, 0.424, -5.003)

***

Computed, not measured: 2 unconnected molecules or ions with the total composition CH4N4 at a distorted geometry, with wB97M-V/def2-TZVPD.

Summary:
Kohn-Sham gap = 0.411 hartree
ΔE to the lowest compared entry with this formula, charge and spin = 20.60 kcal per mole
E_LUMO = -12.8311 eV
charge = +2
multiplicity = 1
highest occupied orbital energy = -0.8822 Eh

Cartesian coordinates (Å):
C (0.380, 0.009, 0.014)
N (-2.929, 0.080, 0.031)
N (-1.849, 0.221, -0.022)
N (0.597, -1.228, -0.007)
N (0.621, 1.257, 0.016)
H (0.171, -2.048, -0.573)
H (1.434, -1.794, 0.439)
H (0.170, 1.858, 0.597)
H (1.405, 1.644, -0.495)

***

Computed, not measured: a molecular structure, C23H21Br2N4O2S2Se3TeY, with wB97M-V/def2-TZVPD.

Summary:
Kohn-Sham gap (alpha / beta) = 0.174 / 0.169 hartree
ΔE to the lowest compared entry with this formula, charge and spin = 19.06 kcal per mole
E_LUMO (alpha / beta) = 3.7013 / 3.7018 eV
charge = -2
multiplicity = 1
highest occupied orbital energy (alpha / beta) = -0.0380 / -0.0330 Eh

Cartesian coordinates (Å):
Y (-0.096, 0.914, 1.812)
Se (-1.385, -0.161, 4.177)
Se (0.678, 0.914, 4.538)
Te (-0.006, 3.333, 4.142)
Se (2.154, 2.627, 1.402)
Br (-2.518, 8.149, 0.635)
C (-2.358, 6.251, 0.746)
C (-1.158, 5.646, 0.409)
C (-1.054, 4.273, 0.484)
C (-2.139, 3.479, 0.892)
C (-3.329, 4.127, 1.252)
C (-3.440, 5.503, 1.175)
N (-1.959, 2.106, 0.943)
C (-3.030, 1.316, 0.770)
C (-2.941, -0.085, 0.759)
C (-4.087, -0.899, 0.529)
C (-3.948, -2.258, 0.502)
C (-2.679, -2.833, 0.720)
C (-1.611, -1.990, 0.962)
N (-1.719, -0.660, 0.972)
H (-0.308, 6.237, 0.095)
H (-0.116, 3.796, 0.223)
H (-4.157, 3.559, 1.650)
H (-4.358, 5.992, 1.472)
H (-4.007, 1.742, 0.541)
H (-5.050, -0.427, 0.382)
H (-4.815, -2.888, 0.332)
H (-2.536, -3.905, 0.746)
H (-0.617, -2.373, 1.172)
S (3.875, 1.675, 2.224)
S (-0.293, 0.825, -1.756)
C (-0.100, -0.800, -2.135)
N (1.073, -1.316, -2.535)
C (1.391, -2.735, -2.563)
C (0.352, -3.527, -1.784)
C (-1.035, -3.073, -2.214)
N (-1.146, -1.639, -2.048)
H (1.839, -0.661, -2.491)
H (2.379, -2.855, -2.114)
H (1.441, -3.082, -3.603)
H (0.492, -3.354, -0.714)
H (0.481, -4.593, -1.977)
H (-1.811, -3.531, -1.602)
H (-1.224, -3.349, -3.261)
H (-1.956, -1.251, -1.590)
Br (7.154, -0.766, -2.351)
C (5.583, -1.024, -1.299)
C (5.516, -2.121, -0.457)
C (4.364, -2.316, 0.287)
C (3.308, -1.416, 0.213)
C (3.419, -0.305, -0.615)
C (4.551, -0.109, -1.391)
C (2.023, -1.712, 0.972)
O (1.817, -2.890, 1.280)
O (1.241, -0.741, 1.226)
H (6.345, -2.811, -0.393)
H (4.262, -3.176, 0.933)
H (2.609, 0.409, -0.644)
H (4.637, 0.759, -2.030)

***

Computed, not measured: a single C5H8O2 molecule, with wB97M-V/def2-TZVPD.

Summary:
Kohn-Sham gap (alpha / beta) = 0.289 / 0.289 hartree
ΔE to the lowest compared entry with this formula, charge and spin = 88.96 kcal per mole
E_LUMO (alpha / beta) = -0.1724 / -0.1727 eV
charge = 0
multiplicity = 1
highest occupied orbital energy (alpha / beta) = -0.2956 / -0.2956 Eh

Cartesian coordinates (Å):
C (-1.056, -0.935, -0.648)
C (-0.111, 1.085, 0.024)
O (-1.062, 1.963, 0.101)
C (0.585, 0.556, 1.226)
C (1.258, -0.547, 0.381)
C (0.390, -0.272, -0.902)
O (0.791, -0.317, -2.075)
H (-1.501, -0.867, 0.353)
H (-1.752, -0.542, -1.393)
H (-0.876, -1.993, -0.868)
H (-1.353, 2.197, -0.799)
H (1.285, 1.317, 1.593)
H (-0.058, 0.255, 2.061)
H (2.309, -0.336, 0.175)
H (1.154, -1.564, 0.770)